Formula: C42H53N9O14
Source: the OMol25 dataset
Level of theory: ωB97M-V/def2-TZVPD

Properties
ΔE to the lowest compared entry with this formula, charge and spin: 598.8 kcal per mole
highest occupied orbital energy: -9.07 eV
E_LUMO: -1.879 eV
Kohn-Sham gap: 7.2 eV
SMILES string: O=[N+]([O-])c1ccccc1.O=[N+]([O-])c1ccccc1.O=[N+]([O-])c1ccccc1.O=[N+]([O-])c1ccccc1.O=[N+]([O-])c1ccccc1.CN(C)C=O.CN(C)C=O.CN(C)C=O.CN(C)C=O

Each line ends with the Mulliken charge.
Cartesian coordinates (Å):
O  -16.602  22.223  24.062  -0.5434
N  -16.637  22.229  25.336  0.9763
O  -15.711  22.591  26.141  -0.5502
C  -17.969  22.000  25.873  0.2527
C  -19.326  22.070  24.963  -0.4703
C  -20.622  21.656  25.572  -0.2903
C  -20.755  21.383  27.101  -0.3506
C  -19.676  21.381  27.973  -0.2679
C  -18.217  21.665  27.367  -0.5821
H  -19.454  22.096  23.887  0.3375
H  -21.402  21.462  24.836  0.3571
H  -21.848  20.811  27.351  0.1884
H  -19.897  21.179  29.053  0.4118
H  -17.305  21.577  27.844  0.5373
O  -22.150  19.335  35.828  -0.4899
N  -20.909  18.803  35.562  0.6763
O  -20.139  18.195  36.405  -0.4371
C  -20.663  18.617  34.095  0.1234
C  -21.789  18.630  33.125  -0.5208
C  -21.497  18.267  31.574  -0.8531
C  -20.045  18.201  31.169  -0.7057
C  -18.998  18.382  32.049  -0.4391
C  -19.169  18.588  33.561  -0.6574
H  -22.785  18.662  33.356  0.4814
H  -22.277  18.119  30.970  0.5898
H  -19.847  17.949  30.242  1.0541
H  -18.036  18.219  31.682  0.4972
H  -18.255  18.798  34.001  0.6398
O  -15.706  13.813  26.067  -0.5800
N  -15.810  14.299  24.915  1.2356
O  -15.004  14.332  24.055  -0.6238
C  -17.133  14.618  24.523  -0.1335
C  -18.486  14.025  25.077  -0.2070
C  -19.854  14.352  24.431  -0.7020
C  -19.793  15.528  23.279  -0.3662
C  -18.702  16.240  22.992  -0.5114
C  -17.202  15.815  23.607  -0.7529
H  -18.424  13.124  25.891  0.2228
H  -20.703  13.771  24.778  0.4837
H  -20.649  15.774  22.759  0.4742
H  -18.468  17.127  22.228  0.2591
H  -16.442  16.274  23.234  1.1480
O  -10.261  17.327  29.432  -0.5421
N  -10.228  17.154  28.214  0.8461
O  -10.960  16.320  27.663  -0.4492
C  -8.958  17.491  27.525  -0.0911
C  -7.649  17.957  28.269  -0.3180
C  -6.453  18.402  27.621  -0.4724
C  -6.341  18.009  26.116  -0.1873
C  -7.319  17.287  25.456  -0.5192
C  -8.668  16.935  26.025  -0.2946
H  -7.652  18.068  29.328  0.3807
H  -5.711  18.775  28.324  0.3435
H  -5.459  18.006  25.451  0.2791
H  -7.109  16.998  24.390  0.3177
H  -9.249  16.532  25.351  0.6972
O  -16.578  15.553  29.099  -0.4934
N  -17.228  16.437  28.382  1.0678
O  -18.437  16.570  28.265  -0.5303
C  -16.312  17.099  27.364  -0.1775
C  -14.790  16.664  27.275  -0.4480
C  -13.847  17.392  26.404  -0.8685
C  -14.424  18.290  25.298  -0.0905
C  -15.770  18.783  25.341  -0.5166
C  -16.871  18.075  26.307  -0.7484
H  -14.568  15.806  27.770  0.8749
H  -12.806  17.093  26.215  0.5208
H  -13.774  18.781  24.532  0.1750
H  -16.078  19.436  24.543  0.5569
H  -17.837  18.516  26.394  0.7118
C  -18.872  13.117  29.170  -1.1713
N  -20.281  12.972  28.901  0.1290
C  -20.927  14.282  29.038  -1.0250
C  -20.994  11.848  28.663  0.1323
O  -22.190  11.886  28.629  -0.5802
H  -18.591  13.237  30.121  0.5824
H  -18.320  13.780  28.538  0.1982
H  -18.567  12.140  29.142  0.4559
H  -20.989  14.897  28.094  0.2319
H  -20.452  15.194  29.429  0.2960
H  -21.963  14.155  29.304  0.4198
H  -20.419  10.965  28.811  0.3363
C  -12.405  12.450  25.176  -0.4815
N  -11.309  13.188  24.661  0.1845
C  -10.044  12.383  24.217  -1.0457
C  -11.516  14.486  24.294  0.3672
O  -10.612  15.070  23.620  -0.7251
H  -12.244  12.238  26.278  0.2789
H  -12.635  11.485  24.696  0.3594
H  -13.308  13.120  24.960  -0.1170
H  -10.011  11.453  24.595  0.5054
H  -9.259  12.943  24.690  0.3166
H  -9.982  12.103  23.123  0.2711
H  -12.526  14.921  24.380  0.1410
C  -16.172  16.660  34.482  -0.9726
N  -15.227  15.800  33.704  0.2024
C  -15.304  15.882  32.246  -0.8500
C  -14.527  14.774  34.319  0.0711
O  -13.732  14.114  33.668  -0.5517
H  -15.708  16.644  35.484  0.3716
H  -17.252  16.538  34.065  0.3387
H  -15.762  17.651  34.273  0.3382
H  -16.211  16.205  31.945  0.1316
H  -15.309  14.890  31.806  0.4138
H  -14.577  16.601  31.677  0.2235
H  -14.547  14.675  35.405  0.3026
C  -13.108  20.953  22.373  -0.8717
N  -13.928  19.853  21.945  0.1668
C  -13.146  18.696  21.255  -0.8204
C  -15.287  19.754  22.012  0.0468
O  -15.868  18.626  21.918  -0.5992
H  -12.503  21.676  21.743  0.2902
H  -12.557  20.763  23.260  0.3260
H  -13.797  21.710  22.713  0.2754
H  -12.858  18.988  20.243  0.3237
H  -13.713  17.771  21.379  0.2651
H  -12.066  18.616  21.989  0.2326
H  -15.888  20.697  22.239  0.3494

Formula: C42H53NO18
Source: the OMol25 dataset
Level of theory: ωB97M-V/def2-TZVPD

Properties
highest occupied orbital energy: -7.54 eV
E_LUMO: 0.139 eV
Kohn-Sham gap: 7.7 eV
SMILES string: Oc1ccc(O)cc1.Oc1ccc(O)cc1.Oc1ccc(O)cc1.Oc1ccc(O)cc1.Oc1ccc(O)cc1.COCCNCCOC.O=C1OCCO1.O=C1OCCO1

Each line ends with the Mulliken charge.
Cartesian coordinates (Å):
O  -25.515  39.487  -9.401  -0.5345
C  -26.247  38.497  -9.989  0.5949
C  -26.167  37.168  -9.590  -0.5573
C  -27.175  36.266  -9.926  -0.3231
C  -28.294  36.671  -10.640  0.4713
O  -29.290  35.828  -10.968  -0.5246
C  -28.331  37.984  -11.113  -0.6460
C  -27.287  38.847  -10.834  -0.4867
H  -24.830  39.121  -8.834  0.2873
H  -25.341  36.779  -9.002  0.2878
H  -27.088  35.212  -9.678  0.4366
H  -29.326  35.025  -10.436  0.1048
H  -29.097  38.238  -11.834  0.4520
H  -27.335  39.836  -11.274  0.3769
O  -32.422  37.791  -7.209  -0.2068
C  -33.398  37.427  -8.110  -0.0089
C  -33.136  37.758  -9.434  -0.4990
C  -34.081  37.522  -10.416  -0.3660
C  -35.245  36.827  -10.125  0.5598
O  -36.163  36.522  -11.093  -0.5441
C  -35.502  36.476  -8.809  -0.4080
C  -34.578  36.776  -7.806  -0.3034
H  -32.765  37.770  -6.310  0.1854
H  -32.215  38.253  -9.712  0.4472
H  -33.865  37.826  -11.434  0.3139
H  -36.197  37.180  -11.792  0.3125
H  -36.372  35.884  -8.560  0.3194
H  -34.900  36.395  -6.844  0.2721
O  -32.679  34.041  -9.768  0.3575
C  -33.388  33.272  -10.671  0.4433
C  -34.739  33.481  -10.887  -0.1250
C  -35.475  32.556  -11.600  -0.6951
C  -34.853  31.473  -12.193  0.7729
O  -35.618  30.628  -12.951  -0.5474
C  -33.480  31.263  -12.000  -0.6575
C  -32.757  32.204  -11.297  -0.5392
H  -33.352  34.386  -9.166  -0.3102
H  -35.192  34.386  -10.508  -0.0418
H  -36.556  32.584  -11.669  0.4251
H  -35.149  29.821  -13.177  0.2904
H  -32.981  30.494  -12.581  0.2729
H  -31.693  32.079  -11.135  0.2892
O  -32.893  42.260  -4.361  -0.5414
C  -32.068  41.178  -4.163  0.7443
C  -31.569  40.540  -5.283  -0.5929
C  -30.719  39.438  -5.148  -0.7152
C  -30.372  39.020  -3.883  0.3944
O  -29.490  37.965  -3.746  -0.5623
C  -30.869  39.636  -2.735  -0.5142
C  -31.682  40.743  -2.900  -0.4615
H  -33.005  42.694  -3.510  0.2868
H  -31.788  40.856  -6.295  0.4488
H  -30.296  38.987  -6.034  0.6379
H  -29.760  37.430  -2.991  0.0933
H  -30.663  39.211  -1.762  0.4637
H  -32.146  41.234  -2.046  0.2580
O  -36.710  29.526  -4.263  -0.5663
C  -35.954  30.508  -4.875  0.7857
C  -34.582  30.388  -5.010  -0.6964
C  -33.866  31.409  -5.631  -0.2756
C  -34.521  32.482  -6.200  0.2922
O  -33.868  33.507  -6.819  0.1061
C  -35.888  32.602  -6.006  -0.5159
C  -36.618  31.623  -5.354  -0.6205
H  -36.195  28.714  -4.239  0.2838
H  -34.027  29.594  -4.526  0.3134
H  -32.785  31.341  -5.639  0.3265
H  -32.909  33.401  -6.795  0.0383
H  -36.401  33.488  -6.362  0.3906
H  -37.668  31.761  -5.139  0.4170
C  -31.032  37.106  0.386  -0.9082
O  -30.037  37.524  -0.516  -0.1867
C  -28.682  37.095  -0.291  -0.7830
C  -28.279  35.643  -0.081  -0.4427
N  -28.241  34.860  -1.308  -0.3021
C  -29.537  34.468  -1.881  -0.0092
C  -30.452  33.700  -0.931  -0.8886
O  -29.770  32.568  -0.415  -0.3581
C  -30.541  31.844  0.507  -0.8574
H  -30.614  36.748  1.334  0.3920
H  -31.695  36.351  -0.029  0.2798
H  -31.638  37.985  0.625  0.3055
H  -28.429  37.670  0.613  0.4996
H  -28.067  37.510  -1.091  0.2715
H  -28.775  35.216  0.808  0.3354
H  -27.248  35.708  0.285  0.4332
H  -27.855  33.946  -1.084  0.3978
H  -29.373  33.745  -2.681  0.2440
H  -30.088  35.331  -2.256  -0.1854
H  -31.352  33.378  -1.464  0.5699
H  -30.691  34.362  -0.103  0.3852
H  -30.831  30.870  0.108  0.2768
H  -31.473  32.323  0.837  0.3339
H  -29.989  31.762  1.451  0.2929
O  -31.040  32.887  -4.615  -0.5269
C  -30.660  33.703  -5.389  0.6234
O  -30.962  33.680  -6.712  -0.6523
C  -30.371  34.779  -7.409  1.4627
C  -29.809  35.637  -6.251  -0.0640
O  -29.992  34.819  -5.085  -0.2755
H  -29.606  34.552  -8.150  -0.4491
H  -31.186  35.255  -7.954  -0.6763
H  -30.356  36.538  -5.993  -0.1906
H  -28.755  35.829  -6.438  0.4350
O  -29.517  32.959  -10.501  -0.5847
C  -28.891  32.289  -9.749  0.7332
O  -29.417  31.650  -8.662  -0.1560
C  -28.266  31.258  -7.856  -0.2682
C  -27.184  31.040  -8.931  -0.4569
O  -27.710  31.706  -10.073  -0.3667
H  -28.068  32.145  -7.258  0.2069
H  -28.451  30.314  -7.361  0.3216
H  -27.094  29.990  -9.205  0.3302
H  -26.228  31.411  -8.568  0.2907

The lowest Kohn-Sham gap belongs to which entry? C42H53N9O14